1.
The following is a DFT calculation (wB97M-V/def2-TZVPD) of a single C5H13NS molecule in a non-equilibrium geometry.

ORCA input file:
```
! RIJCOSX wB97M-V def2-TZVPD def2/J DEFGRID3
* xyz 0 1
C 0.051 -0.441 -1.108
C -1.428 -0.165 -1.421
C -2.263 0.553 -0.359
S -2.613 -0.598 1.014
C 0.620 0.356 0.064
N 2.070 0.234 0.153
C 2.564 -0.489 1.311
H 0.660 -0.290 -1.987
H 0.130 -1.487 -0.786
H -1.946 -1.093 -1.657
H -1.502 0.479 -2.303
H -1.767 1.479 -0.060
H -3.224 0.816 -0.795
H -2.555 0.244 2.053
H 0.366 1.422 0.013
H 0.186 0.008 0.999
H 2.571 1.107 0.028
H 2.297 -0.046 2.285
H 3.643 -0.595 1.264
H 2.137 -1.493 1.293
*
```

Calculated values
HOMO-LUMO gap, Ha: 0.344
Lowest unoccupied orbital energy, eV: 0.88
HOMO, eV: -8.50
SMILES: CNCCCCS
ΔE to the lowest compared entry with this formula, charge and spin, kcal/mol: 15.6
Calculated total energy, Ha: -651.2191
Maximum force, Eh/bohr: 0.0250

2.
The following is a DFT calculation (wB97M-V/def2-TZVPD) of a single H4INSi molecule in a non-equilibrium geometry.

ORCA input file:
```
! RIJCOSX wB97M-V def2-TZVPD def2/J DEFGRID3
* xyz 0 1
N 0.380 -0.952 0.189
Si -0.748 0.500 0.003
I -3.117 -0.024 0.028
H 0.776 -1.573 -0.503
H 0.748 -1.039 1.087
H -0.578 1.234 -1.347
H -0.273 1.191 1.214
*
```

Calculated values
HOMO-LUMO gap, Ha: 0.377
Lowest unoccupied orbital energy, eV: 0.68
HOMO, eV: -9.59
SMILES: N[SiH2]I
ΔE to the lowest compared entry with this formula, charge and spin, kcal/mol: 0.0
Calculated total energy, Ha: -644.3766
Maximum force, Eh/bohr: 0.0746

3.
The following is a DFT calculation (wB97M-V/def2-TZVPD) of a single C5H8O molecule.

ORCA input file:
```
! RIJCOSX wB97M-V def2-TZVPD def2/J DEFGRID3
* xyz 0 1
O -2.236 0.311 -2.696
C -1.575 -0.210 -1.843
C -0.550 0.501 -0.992
C -0.160 -0.320 0.231
C 0.856 0.371 1.089
C 1.709 -0.211 1.923
H -1.632 -1.300 -1.627
H 0.322 0.549 -1.656
H -0.802 1.523 -0.712
H -1.068 -0.538 0.799
H 0.177 -1.297 -0.115
H 0.907 1.453 0.976
H 2.395 0.427 2.457
H 1.656 -1.260 2.166
*
```

Calculated values
HOMO-LUMO gap, Ha: 0.400
Lowest unoccupied orbital energy, eV: 1.00
HOMO, eV: -9.90
SMILES: C=CCCC=O
ΔE to the lowest compared entry with this formula, charge and spin, kcal/mol: 29.8
Calculated total energy, Ha: -270.5105
Maximum force, Eh/bohr: 0.0146

4.
The following is a DFT calculation (wB97M-V/def2-TZVPD) of C34H88FO13PSSi as an isolated structure.

ORCA input file:
```
! RIJCOSX wB97M-V def2-TZVPD def2/J DEFGRID3
* xyz 0 1
C -0.927 -0.113 5.379
C 0.307 0.620 4.819
P -0.070 1.831 3.488
C 1.436 2.888 3.401
C 1.216 4.187 4.205
C -0.250 0.947 1.808
C -1.320 -0.183 1.931
C -0.862 -1.630 2.191
C -0.680 -2.536 0.979
F 0.308 -1.670 2.955
C 1.026 0.506 0.988
C 2.296 0.240 1.809
C 3.230 -0.753 1.114
O 2.787 -2.087 1.284
Si 3.493 -3.056 2.440
C 3.556 -2.203 4.110
C 5.228 -3.551 1.974
C 2.389 -4.553 2.541
C 1.369 1.486 -0.149
C 0.251 1.495 -1.168
O -1.001 1.977 -0.627
S -1.115 2.296 0.919
O -0.443 3.548 1.169
O -2.528 2.246 1.185
H -0.839 -0.199 6.465
H -0.971 -1.131 4.993
H -1.858 0.408 5.151
H 0.720 1.265 5.606
H 1.087 -0.101 4.585
H 2.296 2.352 3.818
H 1.680 3.120 2.366
H 1.737 5.031 3.754
H 1.565 4.072 5.234
H 0.149 4.425 4.260
H -1.887 -0.209 0.994
H -2.042 0.130 2.689
H -1.642 -2.077 2.817
H -1.369 -2.248 0.180
H -0.908 -3.573 1.225
H 0.341 -2.481 0.596
H 0.786 -0.435 0.478
H 2.067 -0.159 2.792
H 2.849 1.174 1.951
H 4.247 -0.609 1.505
H 3.291 -0.564 0.036
H 2.541 -2.097 4.506
H 4.154 -2.789 4.815
H 3.996 -1.201 4.068
H 5.546 -4.315 2.696
H 5.947 -2.729 2.043
H 5.306 -3.989 0.978
H 2.475 -5.093 1.593
H 1.356 -4.201 2.625
H 2.651 -5.202 3.377
H 2.249 1.095 -0.668
H 1.594 2.483 0.232
H 0.472 2.107 -2.044
H 0.075 0.472 -1.517
C 2.222 8.864 4.533
C 1.919 7.861 5.630
O 2.969 6.915 5.803
H 2.403 8.351 3.588
H 1.391 9.559 4.400
H 3.115 9.445 4.775
H 1.035 7.275 5.377
H 1.720 8.377 6.575
H 3.769 7.391 6.045
C -2.020 -5.024 -2.990
C -0.899 -5.040 -1.970
O -1.373 -5.338 -0.659
H -2.789 -4.308 -2.706
H -1.645 -4.758 -3.980
H -2.496 -6.005 -3.062
H -0.434 -4.057 -1.894
H -0.121 -5.756 -2.257
H -1.785 -6.207 -0.681
C -0.185 7.668 0.970
C -1.324 7.125 0.129
O -0.934 6.059 -0.736
H 0.627 8.018 0.330
H -0.526 8.498 1.590
H 0.216 6.891 1.626
H -1.723 7.902 -0.519
H -2.136 6.782 0.780
H -0.619 5.338 -0.175
C -4.611 -1.219 -4.702
C -4.338 -2.681 -5.002
O -4.769 -3.518 -3.928
H -4.121 -0.925 -3.774
H -4.251 -0.577 -5.509
H -5.683 -1.043 -4.581
H -3.268 -2.854 -5.108
H -4.819 -2.979 -5.935
H -5.716 -3.398 -3.819
C 3.107 -8.705 0.081
C 4.298 -8.404 0.971
O 4.028 -7.359 1.897
H 2.803 -7.809 -0.461
H 3.344 -9.488 -0.640
H 2.254 -9.039 0.678
H 5.142 -8.059 0.375
H 4.613 -9.308 1.504
H 3.291 -7.631 2.452
C -5.483 2.230 -1.241
C -5.538 0.992 -0.365
O -4.282 0.329 -0.299
H -5.168 1.961 -2.250
H -6.458 2.718 -1.296
H -4.758 2.947 -0.850
H -6.244 0.267 -0.773
H -5.873 1.256 0.645
H -3.655 0.949 0.099
C -5.200 6.059 -2.030
C -4.374 6.898 -2.985
O -3.254 7.486 -2.340
H -5.564 6.664 -1.198
H -6.055 5.613 -2.541
H -4.591 5.253 -1.616
H -4.959 7.722 -3.393
H -4.033 6.278 -3.822
H -2.723 6.764 -1.977
C -4.436 -0.688 -9.067
C -4.187 -2.162 -9.328
O -4.651 -2.985 -8.261
H -3.952 -0.379 -8.140
H -4.050 -0.077 -9.884
H -5.506 -0.487 -8.969
H -3.119 -2.361 -9.411
H -4.660 -2.466 -10.268
H -5.600 -2.847 -8.179
C 7.085 -4.608 -2.821
C 7.910 -3.943 -1.736
O 7.427 -4.243 -0.431
H 6.040 -4.305 -2.743
H 7.454 -4.342 -3.812
H 7.125 -5.696 -2.725
H 7.857 -2.858 -1.826
H 8.962 -4.235 -1.824
H 7.472 -5.196 -0.307
*
```

Calculated values
HOMO-LUMO gap, Ha: 0.320
Lowest unoccupied orbital energy, eV: 0.50
HOMO, eV: -8.21
Calculated total energy, Ha: -3455.2204
Maximum force, Eh/bohr: 0.0153